# 1
Here is C30H39Cl2N2P2Zr as an isolated structure from the Open Molecules 2025 dataset. Energies are from the ωB97M-V functional and the def2-TZVPD basis.

CARTESIAN COORDINATES (ANGSTROEM)
Zr: -0.229908 0.592310 -0.169344
C: 3.309933 1.537964 -2.614725
C: 3.373910 0.222655 -1.836424
C: 3.879187 0.455565 -0.412630
P: 1.708489 -0.545351 -1.765443
C: 1.169070 -0.898480 -3.498868
C: -0.002675 -1.879105 -3.506887
C: 2.266780 -1.353666 -4.463848
C: 1.895440 -2.103287 -0.862949
C: 2.510803 -3.234471 -1.401624
C: 2.603363 -4.406601 -0.676365
C: 2.061977 -4.453339 0.605151
C: 1.462534 -3.339397 1.159518
C: 1.385555 -2.137144 0.447687
N: 0.798940 -0.983783 1.003044
C: 1.044598 -0.730485 2.363313
C: 2.260366 -1.073733 2.977335
C: 2.484406 -0.799208 4.310474
C: 1.519281 -0.157493 5.085418
C: 0.333767 0.221045 4.489760
C: 0.085176 -0.056588 3.143406
P: -1.348520 0.579668 2.250411
C: -2.849023 -0.333374 2.779151
C: -3.333559 0.078668 4.167373
C: -3.955464 -0.261378 1.725792
C: -1.403275 2.356277 2.732030
C: -2.516012 3.090848 1.985739
C: -0.018162 2.930327 2.398913
H: 4.295371 2.002953 -2.656372
H: 2.634391 2.245207 -2.123055
H: 2.961864 1.403294 -3.638417
H: 4.046708 -0.477107 -2.341187
H: 3.242239 1.174703 0.115063
H: 4.887723 0.869683 -0.432723
H: 3.900720 -0.466234 0.169176
H: 0.799285 0.077559 -3.837045
H: 0.320795 -2.872081 -3.191202
H: -0.395542 -1.961781 -4.521321
H: -0.815082 -1.561412 -2.853224
H: 2.575343 -2.379478 -4.266384
H: 3.150624 -0.718474 -4.440751
H: 1.875552 -1.330976 -5.482035
H: 2.924776 -3.195530 -2.399980
H: 3.080375 -5.277032 -1.104447
H: 2.107485 -5.371446 1.176297
H: 1.043975 -3.389777 2.156018
H: 3.026015 -1.566604 2.393727
H: 3.431159 -1.078602 4.754360
H: 1.703819 0.055715 6.128615
H: -0.408367 0.753449 5.072804
H: -2.483031 -1.366021 2.812444
H: -3.649668 1.123147 4.182312
H: -2.567433 -0.065256 4.928877
H: -4.195134 -0.527417 4.449246
H: -4.377922 0.740447 1.647596
H: -4.765271 -0.935093 2.007973
H: -3.593914 -0.558325 0.739969
H: -1.566197 2.456161 3.808062
H: -2.433719 2.959451 0.901260
H: -2.466926 4.160073 2.195643
H: -3.502340 2.739608 2.284864
H: 0.392400 2.539171 1.446039
H: 0.718234 2.691399 3.163798
H: -0.070051 4.015302 2.299504
Cl: -4.028616 -1.193844 -2.521862
C: -3.493963 0.403529 -2.912809
C: -4.169856 1.149398 -3.863464
C: -3.750114 2.435549 -4.183348
C: -2.647529 2.993377 -3.546323
C: -2.007835 2.218997 -2.608115
Cl: -0.596894 2.856203 -1.722867
C: -2.376179 0.917703 -2.248453
N: -1.633709 0.273418 -1.293733
H: -5.030317 0.718510 -4.355312
H: -4.283420 3.007268 -4.928622
H: -2.306804 3.992777 -3.776008

Cartesian forces (eV/Å) of the 6 atoms listed first:
0.811 -0.077 0.145
-0.019 -0.034 -0.005
0.055 0.110 0.029
-0.027 -0.023 0.009
-0.125 -0.036 -0.013
0.103 0.030 -0.044

The value obtained for the energy relative to the best compared isomer or geometry (same formula, charge and spin) is 0.040 eV. Its charge is +1. The HOMO-LUMO gap is 6.68 eV. The multiplicity is 1. The total energy comes out at -79622.98155 eV. Its largest force on an atom is 0.83 eV/A.

---

# 2
Here is C30H39F3O3SSb2Se4SiZn as an isolated structure at a distorted geometry from the Open Molecules 2025 dataset. Energies are from the ωB97M-V functional and the def2-TZVPD basis.

CARTESIAN COORDINATES (ANGSTROEM)
Zn: 0.309546 2.506496 -0.291236
Se: 4.640239 5.420199 -2.325464
Sb: 3.662009 4.914899 -0.171767
Se: 3.644693 2.267401 0.217423
Se: 0.999900 4.723446 -0.524019
Se: 3.687924 6.767441 1.385490
C: -4.173293 0.093796 -3.751771
C: -2.973859 -0.283312 -2.889047
C: -2.835847 -1.798499 -2.789145
C: -1.701759 0.321270 -3.475477
O: -3.255822 0.186429 -1.563128
Si: -2.411879 1.144063 -0.532535
S: -0.518219 0.372571 -0.094053
O: -2.141471 2.646734 -1.153854
C: -3.045695 3.784041 -1.246564
C: -2.580977 4.556465 -2.472144
C: -2.904005 4.618200 0.018733
C: -4.492306 3.326876 -1.418049
O: -3.365769 1.352709 0.781862
C: -4.129764 0.450167 1.579120
C: -5.329486 -0.066631 0.789718
C: -4.602378 1.269752 2.773960
C: -3.252450 -0.708750 2.042217
H: -4.097906 -0.374812 -4.735078
H: -4.217086 1.175189 -3.890168
H: -5.097988 -0.233286 -3.272748
H: -2.694411 -2.241776 -3.777057
H: -3.731076 -2.227273 -2.334062
H: -1.974635 -2.049742 -2.167438
H: -1.602849 0.008532 -4.517157
H: -0.819959 -0.009262 -2.927779
H: -1.734683 1.411268 -3.443201
H: -1.545674 4.873116 -2.337727
H: -3.204855 5.440832 -2.619976
H: -2.648081 3.926428 -3.362574
H: -1.911810 5.065120 0.081733
H: -3.068242 3.988615 0.895219
H: -3.652661 5.414940 0.019380
H: -4.578978 2.580784 -2.208930
H: -5.104503 4.190128 -1.685981
H: -4.881316 2.898416 -0.494767
H: -5.973927 0.764260 0.494788
H: -5.909149 -0.759918 1.403621
H: -5.000075 -0.578023 -0.113066
H: -5.189357 2.122938 2.429832
H: -3.743863 1.647408 3.330643
H: -5.218285 0.662435 3.440496
H: -2.948582 -1.329168 1.196215
H: -3.798314 -1.335025 2.751490
H: -2.348681 -0.330329 2.520707
F: 1.765669 -6.367806 -1.314352
C: 2.020537 -5.096942 -0.892212
C: 1.656387 -4.734262 0.386268
C: 1.932226 -3.435391 0.807352
C: 2.554563 -2.514655 -0.028448
C: 2.892807 -2.927392 -1.314432
C: 2.632611 -4.217223 -1.761291
Sb: 3.252912 -0.474387 0.600867
C: 5.257843 -1.295023 0.352397
C: 5.595754 -2.630671 0.569628
C: 6.841379 -3.130849 0.214256
C: 7.748689 -2.270480 -0.371089
F: 8.969772 -2.756667 -0.725939
C: 7.465101 -0.943270 -0.602557
C: 6.210402 -0.464689 -0.236885
C: 3.096213 -0.956175 2.704063
C: 1.836423 -0.902031 3.300593
C: 1.620962 -1.378660 4.588436
C: 2.691298 -1.910022 5.275102
F: 2.492495 -2.389485 6.532540
C: 3.958034 -1.970380 4.733995
C: 4.148090 -1.493026 3.442236
H: 1.177817 -5.457019 1.035275
H: 1.636911 -3.144311 1.809999
H: 3.383352 -2.235335 -1.993236
H: 2.910676 -4.546487 -2.754450
H: 4.878801 -3.304613 1.024816
H: 7.108322 -4.167291 0.376669
H: 8.206181 -0.301791 -1.061193
H: 5.965235 0.580318 -0.405979
H: 0.999756 -0.477871 2.755482
H: 0.644599 -1.341374 5.054148
H: 4.772825 -2.381944 5.315622
H: 5.143006 -1.530388 3.015655

Cartesian forces (eV/Å) of the 6 atoms listed first:
0.882 0.332 -0.050
0.031 -0.069 0.077
-0.722 -0.825 -0.285
-0.122 1.480 -0.035
-0.333 -0.163 -0.059
0.183 -0.235 0.188

The value obtained for the energy relative to the best compared isomer or geometry (same formula, charge and spin) is 2.141 eV. Its charge is -2. The HOMO-LUMO gap is 5.20 eV. The multiplicity is 1. The total energy comes out at -387639.01958 eV. Its largest force on an atom is 1.49 eV/A.

---

# 3
Here is C30H39F4N5OSe4SiTa as an isolated structure from the Open Molecules 2025 dataset. Energies are from the ωB97M-V functional and the def2-TZVPD basis.

CARTESIAN COORDINATES (ANGSTROEM)
Ta: -1.077451 -1.266927 0.287696
C: -2.604964 -1.647170 3.357911
N: -1.319654 -2.003090 2.720500
C: -0.219042 -1.579722 3.610851
C: -1.265769 -3.471674 2.650784
C: -0.074013 -3.872359 1.801553
N: 0.212652 -2.803816 0.819732
C: 1.485912 -2.926914 0.230877
C: 2.010819 -1.773613 -0.328045
F: 1.188471 -0.696651 -0.223336
C: 3.233318 -1.677451 -0.945140
F: 3.618765 -0.516310 -1.470788
C: 4.035529 -2.800805 -1.016090
C: 3.547899 -3.970161 -0.470007
F: 4.270189 -5.087600 -0.545292
C: 2.299767 -4.054918 0.132898
F: 1.880722 -5.264623 0.535398
H: -2.674065 -2.128987 4.339007
H: -3.423222 -1.987653 2.728944
H: -2.671277 -0.569588 3.485289
H: -0.213648 -2.220669 4.496837
H: -0.359588 -0.553026 3.932517
H: 0.739053 -1.674152 3.103165
H: -2.198514 -3.825043 2.228284
H: -1.182558 -3.899759 3.654992
H: -0.292345 -4.832097 1.325769
H: 0.816532 -4.026720 2.414934
H: 5.005227 -2.771315 -1.491479
Se: -3.246655 0.028697 0.646971
Se: -5.255340 -1.143112 0.410016
Se: -4.570734 -2.483613 -1.314165
Se: -2.756463 -3.326273 -0.133293
C: -0.483153 0.437266 1.502115
Si: -0.024547 2.059916 0.688433
C: -1.025250 1.968194 -0.890454
N: -0.886418 0.643915 -1.566674
C: -2.073315 0.380835 -2.467458
C: -1.807642 0.592157 -3.953724
C: -1.031645 1.875449 -4.191908
C: 0.329408 1.773826 -3.490779
C: 0.359514 0.703583 -2.391370
C: 1.813410 2.271815 0.414543
C: 2.251528 3.210035 -0.525543
C: 3.602300 3.448062 -0.735641
C: 4.547645 2.753481 0.006614
C: 4.137023 1.831165 0.957931
C: 2.783153 1.594096 1.154690
C: -0.645648 3.516208 1.672420
C: -2.013754 3.618059 1.954785
C: -2.517781 4.673357 2.698178
C: -1.655655 5.651659 3.177261
C: -0.297413 5.567872 2.913625
C: 0.202452 4.508094 2.166921
H: -1.224704 0.710395 2.253987
H: 0.402382 0.091502 2.038447
H: -0.842896 2.798287 -1.578233
H: -2.062783 2.080475 -0.572153
H: -2.857846 1.071642 -2.165267
H: -2.461595 -0.621204 -2.286309
H: -2.771568 0.600196 -4.464559
H: -1.238256 -0.236208 -4.387058
H: -1.607633 2.717169 -3.799038
H: -0.902411 2.058444 -5.258191
H: 0.618316 2.739981 -3.077806
H: 1.113657 1.514831 -4.205546
H: 1.194885 0.920800 -1.732756
H: 0.526994 -0.286533 -2.811041
H: 1.527568 3.778346 -1.102226
H: 3.916423 4.179824 -1.468569
H: 5.602489 2.938409 -0.149357
H: 4.870914 1.299210 1.550279
H: 2.486744 0.874780 1.912350
H: -2.704374 2.859020 1.597118
H: -3.578635 4.735719 2.903570
H: -2.044926 6.477808 3.758111
H: 0.374550 6.329016 3.288488
H: 1.267237 4.459960 1.969032
N: -0.255114 -4.175043 -2.052171
C: -0.488500 -2.927192 -2.464677
N: -0.633578 -2.722318 -3.780776
O: -0.529103 -1.930658 -1.691573
H: -0.334539 -4.953763 -2.682454
H: -0.373788 -4.361376 -1.070706
H: -0.635301 -3.477522 -4.443008
H: -0.858343 -1.795965 -4.099195

Cartesian forces (eV/Å) of the 6 atoms listed first:
0.743 -0.423 -0.430
0.091 -0.008 0.152
-0.474 -0.060 -0.114
0.001 0.020 0.106
0.150 -0.014 -0.070
-0.010 0.096 0.048

The value obtained for the energy relative to the best compared isomer or geometry (same formula, charge and spin) is 0.151 eV. Its charge is +1. The HOMO-LUMO gap is 6.78 eV. The multiplicity is 1. The total energy comes out at -322923.69347 eV. Its largest force on an atom is 0.96 eV/A.

---

Q: HOMO-LUMO gap of number 2 (C30H39F3O3SSb2Se4SiZn)?
A: 5.20 eV

---

Q: Among the records above, which one has the highest energy relative to the best compared isomer or geometry (same formula, charge and spin)?
A: C30H39F3O3SSb2Se4SiZn

---

Q: Which of these has the highest energy relative to the best compared isomer or geometry (same formula, charge and spin)?
A: C30H39F3O3SSb2Se4SiZn